1.
C6H15FN2O2 | ωB97M-V/def2-TZVPD

Positions of all 26 atoms, in Å:
N1 -3.98 -0.79 -0.70
C1 -2.84 -0.01 -0.18
C2 -1.44 -0.59 -0.52
C3 -0.29 0.37 -0.10
C4 1.04 -0.25 -0.54
C5 2.19 0.42 0.31
N2 2.40 1.87 -0.13
C6 3.53 -0.27 0.27
O1 4.37 0.13 -0.49
O2 3.70 -1.37 1.03
H1 -3.98 -0.83 -1.75
H2 -3.84 -1.73 -0.40
H3 -3.00 -0.07 0.87
H4 -2.91 1.05 -0.47
H5 -1.33 -1.60 -0.02
H6 -1.31 -0.78 -1.61
H7 -0.16 0.43 0.88
H8 -0.38 1.31 -0.56
H9 1.04 -1.33 -0.37
H10 1.24 -0.09 -1.52
H11 1.85 0.42 1.34
H12 2.55 2.34 0.59
H13 3.14 1.84 -0.61
H14 4.51 -1.76 0.77
F1 -6.43 0.46 0.97
H15 -6.24 1.01 0.27

The HOMO-LUMO gap is 9.99 eV. As for the structure (SMILES): NCCCC[C@H](N)C(=O)O.F. The total energy is -16256.61183 eV. Its multiplicity is 1.

Atomic partial charges in e from the Mulliken method, atoms 1 to 2: atom 1 (N): -0.59, atom 2 (C): -0.77


2.
C29H68N2O15S | ωB97M-V/def2-TZVPD

Positions of all 115 atoms, in Å:
C1 0.41 -2.87 0.36
O1 1.33 -1.75 0.11
C2 0.62 -0.54 -0.33
C3 0.10 0.42 0.89
C4 -1.25 1.30 0.56
N1 -2.29 0.36 -0.02
S1 -3.19 1.08 -1.33
C5 -3.17 -0.26 1.03
O2 -4.21 0.31 1.65
O3 -2.90 -1.69 1.38
N2 -3.88 -2.46 0.82
H1 -0.67 -2.75 -0.08
H2 0.90 -3.82 -0.17
H3 0.31 -3.14 1.51
H4 1.40 0.11 -0.96
H5 -0.21 -0.87 -1.09
H6 -0.10 -0.19 1.90
H7 0.96 1.19 1.16
H8 -0.91 2.16 -0.18
H9 -1.61 1.84 1.56
H10 -3.18 0.06 -2.34
H11 -3.77 -3.38 1.33
H12 -3.64 -2.69 -0.18
C6 -11.17 5.12 -0.97
O4 -10.12 4.21 -1.25
C7 -9.58 4.39 -2.56
C8 -8.12 3.93 -2.61
O5 -7.21 4.88 -2.04
C9 -7.23 4.98 -0.61
C10 -6.59 3.78 0.09
O6 -7.49 2.68 0.11
C11 -6.83 1.43 0.20
H13 -12.01 4.95 -1.66
H14 -11.51 4.94 0.05
H15 -10.82 6.15 -1.05
H16 -9.63 5.45 -2.86
H17 -10.18 3.79 -3.25
H18 -7.83 3.84 -3.66
H19 -7.99 2.94 -2.17
H20 -8.23 5.18 -0.24
H21 -6.62 5.87 -0.37
H22 -6.36 4.04 1.13
H23 -5.66 3.51 -0.43
H24 -6.16 1.29 -0.66
H25 -7.58 0.63 0.18
H26 -6.26 1.36 1.14
C12 4.33 0.00 -6.46
O7 3.11 -0.68 -6.24
C13 2.93 -1.07 -4.88
C14 1.44 -1.17 -4.54
O8 0.81 0.10 -4.33
C15 0.59 0.89 -5.50
C16 -0.55 0.36 -6.38
O9 -0.10 -0.75 -7.16
C17 -1.16 -1.62 -7.53
H27 5.18 -0.66 -6.23
H28 4.38 0.29 -7.51
H29 4.38 0.91 -5.85
H30 3.40 -0.34 -4.21
H31 3.41 -2.04 -4.75
H32 1.35 -1.71 -3.59
H33 0.89 -1.76 -5.28
H34 1.51 1.03 -6.07
H35 0.29 1.88 -5.13
H36 -0.88 1.14 -7.07
H37 -1.39 0.07 -5.74
H38 -1.65 -2.02 -6.63
H39 -0.73 -2.45 -8.09
H40 -1.88 -1.09 -8.15
C18 4.99 -0.21 5.24
O10 4.38 1.06 5.40
C19 4.08 1.68 4.15
C20 2.91 2.65 4.30
O11 1.63 1.99 4.35
C21 1.34 1.29 5.57
C22 1.02 2.22 6.74
O12 2.23 2.76 7.29
C23 2.02 4.00 7.94
H41 5.95 -0.11 4.72
H42 5.16 -0.64 6.23
H43 4.33 -0.89 4.68
H44 3.83 0.93 3.39
H45 4.97 2.23 3.83
H46 2.88 3.28 3.41
H47 3.04 3.32 5.16
H48 2.12 0.58 5.81
H49 0.44 0.71 5.35
H50 0.52 1.66 7.53
H51 0.37 3.03 6.39
H52 1.63 4.74 7.23
H53 2.99 4.36 8.30
H54 1.34 3.88 8.79
C24 3.91 -3.50 -1.52
O13 4.78 -3.52 -0.40
C25 4.14 -3.04 0.78
C26 4.79 -3.66 2.03
O14 4.37 -5.00 2.28
C27 4.90 -6.00 1.39
C28 6.38 -6.30 1.64
O15 7.20 -5.29 1.06
C29 8.45 -5.17 1.70
H55 3.61 -2.47 -1.75
H56 4.45 -3.92 -2.38
H57 3.03 -4.12 -1.34
H58 3.07 -3.29 0.78
H59 4.26 -1.95 0.80
H60 4.46 -3.08 2.90
H61 5.88 -3.58 2.00
H62 4.70 -5.75 0.35
H63 4.33 -6.91 1.61
H64 6.65 -7.25 1.17
H65 6.56 -6.37 2.72
H66 8.32 -4.92 2.76
H67 9.01 -4.36 1.23
H68 9.02 -6.10 1.60

The HOMO-LUMO gap is 8.70 eV. As for the structure (SMILES): COCCCN(S)C(=O)ON.COCCOCCOC.COCCOCCOC.COCCOCCOC.COCCOCCOC. The total energy is -75690.02490 eV. Its multiplicity is 1.

Atomic partial charges in e from the Mulliken method, atoms 1 to 2: atom 1 (C): -0.63, atom 2 (O): 0.01


The following highest occupied orbital energy values (in eV) correspond, in order, to the records above: -9.322, -8.911.
The following largest force on an atom values (in Eh/bohr) correspond, in order, to the records above: 0.2271, 0.1728.
The following ΔE to the lowest compared entry with this formula, charge and spin values (in eV) correspond, in order, to the records above: 1.878, 4.016.